Entry 1:
{"formula": "C27H43N3O6S", "method": "the ωB97M-V functional and the def2-TZVPD basis", "total_charge": 0, "e_lumo_ev": 0.46, "multiplicity": 1, "smiles": "O=COCCc1ccc2c(c1)Sc1ccccc1N2.COCCNCCOC.COCCNCCOC", "symbols": ["O", "C", "O", "C", "C", "C", "C", "C", "C", "C", "C", "S", "C", "C", "C", "C", "C", "C", "N", "H", "H", "H", "H", "H", "H", "H", "H", "H", "H", "H", "H", "H", "C", "O", "C", "C", "N", "C", "C", "O", "C", "H", "H", "H", "H", "H", "H", "H", "H", "H", "H", "H", "H", "H", "H", "H", "C", "O", "C", "C", "N", "C", "C", "O", "C", "H", "H", "H", "H", "H", "H", "H", "H", "H", "H", "H", "H", "H", "H", "H"], "coordinates": [[3.5926, 2.4221, 4.6375], [3.4142, 3.3724, 3.9278], [2.2779, 4.0864, 3.9174], [2.3976, 5.4507, 3.4780], [1.8873, 5.6365, 2.0509], [0.5665, 4.9419, 1.8321], [0.4948, 3.7119, 1.1835], [-0.7199, 3.0588, 1.0347], [-1.8900, 3.6306, 1.5202], [-1.8295, 4.8721, 2.1529], [-0.6065, 5.5124, 2.3138], [-3.3260, 5.6243, 2.7069], [-4.1466, 4.1546, 3.2481], [-4.9621, 4.1582, 4.3742], [-5.6288, 3.0018, 4.7594], [-5.4712, 1.8360, 4.0189], [-4.6476, 1.8291, 2.9037], [-3.9753, 2.9839, 2.5130], [-3.1322, 2.9683, 1.3759], [4.1780, 3.7156, 3.2071], [1.7666, 6.0189, 4.1596], [3.4337, 5.7747, 3.5741], [1.7641, 6.7073, 1.8805], [2.6265, 5.2406, 1.3524], [1.4064, 3.2643, 0.8084], [-0.7549, 2.0940, 0.5417], [-0.5942, 6.4733, 2.8149], [-5.0829, 5.0691, 4.9464], [-6.2586, 3.0106, 5.6385], [-5.9823, 0.9229, 4.2925], [-4.5016, 0.9299, 2.3143], [-2.9656, 2.0035, 1.1174], [0.8800, -4.2276, 3.2042], [1.1305, -3.0865, 2.4123], [1.2134, -3.3391, 1.0147], [0.0502, -2.7198, 0.2765], [-1.2001, -3.4021, 0.5864], [-2.3925, -2.7420, 0.0720], [-2.7294, -1.3522, 0.5991], [-3.1143, -1.3171, 1.9610], [-2.0487, -1.2554, 2.8968], [0.9813, -3.9257, 4.2452], [-0.1294, -4.6272, 3.0524], [1.6038, -5.0222, 2.9974], [1.2675, -4.4140, 0.8180], [2.1388, -2.8844, 0.6510], [0.2404, -2.7952, -0.7975], [0.0238, -1.6524, 0.5423], [-1.2846, -3.4971, 1.5903], [-3.2474, -3.3884, 0.2856], [-2.3053, -2.6809, -1.0179], [-3.5975, -0.9947, 0.0373], [-1.9167, -0.6357, 0.4180], [-1.1849, -0.7175, 2.4971], [-1.7371, -2.2545, 3.2117], [-2.4153, -0.7245, 3.7755], [1.7310, -4.2107, -7.5217], [2.9370, -3.6221, -7.0805], [3.0350, -2.2237, -7.3158], [3.0096, -1.4488, -6.0174], [1.6985, -1.5172, -5.3884], [1.6380, -0.9667, -4.0401], [2.4670, -1.6375, -2.9511], [2.0343, -2.9413, -2.6134], [2.5414, -3.9888, -3.4193], [1.8406, -5.2883, -7.4141], [0.8681, -3.8862, -6.9295], [1.5382, -3.9810, -8.5740], [2.2340, -1.8884, -7.9812], [3.9894, -2.0397, -7.8167], [3.2453, -0.4009, -6.2266], [3.8095, -1.8498, -5.3791], [1.3969, -2.4828, -5.3623], [0.5927, -0.9958, -3.7220], [1.9251, 0.0890, -4.0871], [2.3502, -1.0414, -2.0414], [3.5381, -1.6454, -3.1869], [3.5457, -3.7634, -3.7874], [1.8901, -4.2050, -4.2708], [2.5875, -4.8843, -2.7997]], "forces_ev_per_a": [[-0.3, 0.4, -0.5], [0.2, -0.6, 0.4], [0.3, 0.0, 0.2], [-0.4, -0.1, -0.2], [-0.1, -0.3, 0.1], [-0.1, 0.1, -0.1], [-0.1, 0.2, 0.1], [0.1, 0.1, 0.1], [0.0, 0.0, -0.1], [0.1, -0.1, 0.0], [-0.2, -0.2, -0.1], [-0.1, 0.1, 0.0], [0.0, 0.0, 0.0], [0.0, -0.2, 0.0], [0.0, 0.0, -0.1], [0.1, 0.1, -0.2], [0.1, 0.1, -0.1], [-0.2, 0.0, 0.1], [0.3, -0.2, 0.4], [-0.1, 0.2, 0.1], [0.1, 0.0, 0.1], [0.0, 0.1, 0.0], [0.2, 0.0, -0.1], [0.0, 0.1, -0.1], [0.0, -0.1, 0.0], [0.0, 0.0, 0.0], [0.1, 0.0, 0.0], [0.1, 0.0, 0.0], [0.0, 0.0, 0.0], [0.0, 0.0, 0.1], [0.0, -0.1, 0.1], [-0.1, 0.1, -0.3], [0.0, 0.1, 0.0], [-0.1, -0.1, 0.0], [0.1, 0.1, -0.1], [-0.1, 0.0, 0.0], [0.0, 0.1, 0.1], [0.0, -0.2, 0.0], [-0.1, 0.1, -0.1], [0.1, 0.1, 0.0], [-0.2, 0.0, 0.1], [0.0, 0.0, 0.0], [0.0, 0.0, 0.0], [0.0, 0.0, 0.0], [-0.1, 0.0, 0.0], [0.0, 0.0, 0.0], [0.0, 0.0, 0.0], [0.1, 0.0, 0.0], [0.0, 0.0, 0.0], [0.0, 0.0, 0.0], [0.0, 0.0, 0.0], [0.0, 0.0, 0.0], [0.1, -0.1, 0.0], [0.0, 0.0, 0.0], [0.1, 0.0, 0.0], [0.0, 0.0, 0.0], [0.1, 0.0, 0.0], [-0.1, 0.0, 0.0], [0.1, 0.0, -0.1], [-0.1, -0.1, 0.1], [0.1, -0.1, 0.0], [-0.1, 0.0, -0.1], [0.0, 0.1, 0.1], [0.0, 0.0, 0.0], [-0.1, -0.1, 0.1], [0.0, 0.0, 0.0], [0.0, 0.0, 0.0], [0.0, 0.0, 0.0], [0.0, 0.0, 0.0], [0.0, 0.0, 0.0], [0.0, 0.0, 0.0], [0.1, 0.0, 0.0], [0.0, 0.0, 0.0], [0.0, 0.0, 0.0], [0.0, 0.0, 0.0], [0.0, 0.0, 0.0], [0.0, 0.0, -0.1], [0.0, 0.0, 0.0], [0.1, 0.0, 0.0], [0.0, 0.0, 0.0]]}

=====

Entry 2:
{"formula": "C30H56BN2P2PdS3", "method": "the ωB97M-V functional and the def2-TZVPD basis", "total_charge": 1, "e_above_lowest_kcal_mol": 5.0, "e_lumo_ev": [-2.32, -5.07], "multiplicity": 3, "symbols": ["Pd", "C", "C", "C", "C", "P", "C", "N", "B", "N", "C", "P", "C", "C", "C", "C", "C", "C", "C", "C", "C", "C", "C", "C", "C", "C", "C", "C", "C", "C", "H", "H", "H", "H", "H", "H", "H", "H", "H", "H", "H", "H", "H", "H", "H", "H", "H", "H", "H", "H", "H", "H", "H", "H", "H", "H", "H", "H", "H", "H", "H", "H", "H", "H", "H", "H", "H", "H", "H", "H", "H", "H", "H", "H", "C", "C", "S", "C", "C", "S", "C", "C", "S", "H", "H", "H", "H", "H", "H", "H", "H", "H", "H", "H", "H"], "coordinates": [[0.0864, 0.2629, -0.1276], [-5.0700, 0.5938, -1.6785], [-3.5792, 0.9145, -1.6385], [-3.3480, 2.3616, -2.0870], [-2.8027, -0.0097, -2.5882], [-2.7341, 0.6792, 0.0328], [-3.1257, -1.1056, 0.4159], [-2.0326, -1.9680, 0.0465], [-0.6663, -1.6212, -0.1816], [0.0069, -2.8484, -0.4713], [1.4098, -3.0705, -0.7149], [2.3471, -1.4671, -0.5288], [3.8541, -2.1022, 0.4397], [5.0137, -1.1074, 0.3492], [4.3506, -3.4914, 0.0300], [3.3213, -2.1325, 1.8803], [2.7654, -1.0627, -2.3319], [3.2230, 0.4026, -2.3325], [1.4485, -1.1283, -3.1186], [3.8138, -1.9511, -2.9921], [-0.9116, -3.8852, -0.4040], [-0.7584, -5.2498, -0.6027], [-1.8744, -6.0600, -0.4574], [-3.1170, -5.5248, -0.1228], [-3.2803, -4.1615, 0.0702], [-2.1701, -3.3422, -0.0766], [-3.6582, 1.4600, 1.4924], [-3.6871, 2.9809, 1.3106], [-2.7743, 1.0742, 2.7058], [-5.0863, 0.9680, 1.7250], [-5.4170, 0.6237, -2.7142], [-5.6454, 1.3295, -1.1177], [-5.2978, -0.3970, -1.2875], [-3.6669, 2.4784, -3.1250], [-2.2892, 2.6269, -2.0234], [-3.9172, 3.0686, -1.4854], [-3.0563, 0.2309, -3.6227], [-3.0256, -1.0649, -2.4217], [-1.7248, 0.1309, -2.4612], [-4.0288, -1.4083, -0.1169], [-3.3206, -1.1925, 1.4871], [1.5698, -3.4806, -1.7165], [1.7868, -3.7976, 0.0057], [5.4939, -1.1337, -0.6296], [5.7691, -1.3615, 1.0966], [4.6726, -0.0923, 0.5377], [4.4553, -3.5883, -1.0494], [3.6983, -4.2859, 0.3903], [5.3351, -3.6576, 0.4728], [3.0753, -1.1236, 2.2206], [4.0643, -2.5608, 2.5562], [2.4109, -2.7327, 1.9575], [2.4087, 1.0232, -1.9496], [3.4632, 0.7300, -3.3468], [4.0981, 0.5558, -1.7020], [0.6343, -0.6558, -2.5528], [1.1465, -2.1487, -3.3544], [1.5623, -0.5893, -4.0616], [4.7888, -1.8501, -2.5169], [3.9257, -1.6543, -4.0383], [3.5203, -3.0019, -2.9776], [0.2038, -5.6730, -0.8622], [-1.7774, -7.1279, -0.5985], [-3.9631, -6.1885, -0.0082], [-4.2434, -3.7522, 0.3474], [-2.6986, 3.3686, 1.0714], [-4.0323, 3.4624, 2.2293], [-4.3721, 3.2712, 0.5140], [-1.7554, 0.8176, 2.4058], [-3.1896, 0.2173, 3.2354], [-2.7118, 1.9042, 3.4115], [-5.7661, 1.3140, 0.9479], [-5.4448, 1.3723, 2.6752], [-5.1541, -0.1183, 1.7840], [0.7743, 4.7602, 3.1218], [-0.4135, 4.2567, 2.3043], [-0.1457, 2.8108, 1.2259], [0.9136, 3.4198, -0.1309], [2.4035, 3.5531, 0.2360], [2.9905, 2.0931, 1.1526], [4.0548, 2.7834, 2.4590], [3.4258, 3.8456, 3.3549], [1.7444, 3.4383, 3.9390], [0.4131, 5.4180, 3.9118], [1.4626, 5.3264, 2.4985], [-0.8031, 5.0542, 1.6697], [-1.2069, 3.9124, 2.9684], [0.5296, 4.3798, -0.4771], [0.7622, 2.6745, -0.9252], [2.5550, 4.4289, 0.8622], [3.0121, 3.6686, -0.6617], [4.9632, 3.1778, 2.0009], [4.3030, 1.8994, 3.0475], [3.3698, 4.8089, 2.8522], [4.0566, 3.9688, 4.2350]], "forces_ev_per_a": [[0.1, 0.5, 0.3], [0.0, 0.1, 0.0], [0.3, 0.1, 0.2], [0.0, 0.0, 0.1], [0.0, 0.0, 0.1], [-0.4, -0.5, 0.0], [0.2, 0.1, 0.0], [0.1, 0.4, 0.0], [-0.5, -1.1, 0.0], [0.2, 0.4, 0.0], [0.0, 0.2, 0.1], [0.2, -0.4, -0.5], [-0.2, 0.3, 0.0], [-0.1, 0.0, -0.1], [-0.1, 0.0, -0.1], [0.0, 0.1, 0.0], [-0.1, 0.2, 0.3], [0.0, -0.2, 0.1], [0.1, 0.0, 0.1], [-0.1, 0.0, 0.0], [-0.5, -0.2, 0.0], [0.2, 0.2, 0.0], [-0.2, 0.0, 0.0], [0.1, -0.2, -0.1], [0.0, 0.2, 0.1], [0.1, -0.5, -0.1], [0.3, 0.2, -0.2], [0.0, 0.0, 0.0], [-0.1, 0.0, -0.1], [0.0, 0.0, -0.1], [0.0, 0.0, 0.0], [0.0, 0.0, 0.0], [0.0, 0.0, 0.0], [0.0, 0.0, 0.0], [0.0, 0.0, 0.0], [0.0, 0.0, 0.0], [0.0, 0.0, 0.0], [0.0, 0.0, 0.0], [0.0, 0.0, -0.1], [0.0, 0.0, 0.1], [-0.1, 0.0, 0.0], [0.1, -0.1, 0.0], [0.0, 0.0, 0.0], [0.0, 0.0, 0.0], [0.0, 0.0, 0.0], [0.0, 0.2, 0.0], [0.1, -0.1, 0.0], [0.0, 0.0, 0.0], [0.0, 0.0, 0.0], [0.0, 0.0, 0.0], [0.0, 0.0, 0.0], [0.0, -0.1, 0.1], [0.1, 0.2, 0.0], [0.0, 0.0, 0.0], [0.0, 0.1, 0.0], [-0.1, 0.0, -0.1], [-0.1, 0.0, 0.1], [0.0, 0.0, 0.0], [0.0, 0.0, 0.0], [0.0, 0.0, 0.0], [0.0, 0.0, 0.0], [0.0, 0.0, 0.0], [0.0, 0.0, 0.0], [0.0, 0.0, 0.0], [0.0, 0.0, 0.0], [0.0, 0.1, 0.0], [0.0, -0.1, 0.0], [0.0, 0.0, 0.0], [0.0, 0.0, 0.1], [0.0, 0.0, 0.0], [-0.1, 0.0, 0.0], [0.0, 0.0, 0.0], [0.0, 0.0, 0.0], [0.0, 0.0, 0.0], [0.2, -0.4, 0.1], [0.3, -0.3, 0.0], [0.0, 0.4, -0.3], [0.2, -0.1, 0.7], [0.0, -0.3, 0.1], [0.2, 0.0, -0.2], [-0.3, 0.0, -0.3], [-0.3, -0.2, 0.1], [0.1, 0.3, 0.0], [-0.1, 0.1, -0.1], [-0.1, 0.1, 0.0], [-0.1, 0.0, 0.1], [-0.1, 0.1, 0.0], [-0.1, -0.1, -0.2], [0.1, 0.2, 0.0], [0.0, 0.0, 0.0], [-0.1, 0.1, 0.0], [0.1, -0.1, 0.1], [0.1, 0.0, 0.0], [0.1, 0.0, 0.0], [0.0, 0.1, 0.0]]}

=====

Entry 3:
{"formula": "C22H18ClN3O3S", "method": "the ωB97M-V functional and the def2-TZVPD basis", "total_charge": 0, "e_above_lowest_kcal_mol": 0.0, "e_lumo_ev": 0.30, "multiplicity": 1, "smiles": "O=C(COc1ccccc1)NC(=S)Nc1cccc(NC(=O)c2ccccc2Cl)c1", "symbols": ["O", "C", "N", "C", "N", "C", "C", "C", "C", "C", "C", "H", "H", "H", "N", "C", "O", "C", "C", "C", "C", "C", "C", "H", "H", "H", "H", "Cl", "H", "H", "H", "S", "H", "C", "O", "C", "C", "C", "C", "C", "C", "H", "H", "H", "H", "H", "H", "H"], "coordinates": [[-1.7570, -1.3220, -1.5393], [-2.8723, -0.8386, -1.5465], [-3.1796, 0.4073, -1.1047], [-2.3505, 1.3662, -0.5186], [-1.0590, 1.0272, -0.4265], [0.0453, 1.7149, 0.0726], [1.2740, 1.0695, -0.0758], [2.4370, 1.6685, 0.3834], [2.3711, 2.9189, 0.9994], [1.1514, 3.5480, 1.1455], [-0.0154, 2.9610, 0.6885], [-0.9560, 3.4675, 0.8116], [1.1029, 4.5142, 1.6239], [3.2747, 3.3891, 1.3602], [3.6949, 1.0729, 0.2504], [4.0168, -0.1392, -0.2898], [3.2282, -0.9273, -0.7567], [5.4982, -0.3837, -0.2672], [6.0266, -1.5519, 0.2774], [7.3924, -1.7918, 0.2454], [8.2378, -0.8692, -0.3437], [7.7259, 0.2952, -0.8932], [6.3649, 0.5358, -0.8507], [5.9608, 1.4343, -1.2952], [8.3854, 1.0133, -1.3560], [9.2994, -1.0613, -0.3740], [7.7813, -2.6990, 0.6793], [4.9844, -2.6973, 1.0345], [4.4587, 1.6150, 0.6313], [1.3227, 0.1022, -0.5492], [-0.8408, 0.0982, -0.8038], [-3.1039, 2.7525, -0.0454], [-4.1519, 0.6959, -1.1702], [-4.0797, -1.5954, -2.0971], [-5.3164, -1.1028, -1.6552], [-5.6774, -1.3220, -0.3437], [-4.8511, -1.8839, 0.6193], [-5.3215, -2.0413, 1.9136], [-6.5995, -1.6413, 2.2547], [-7.4198, -1.0756, 1.2911], [-6.9649, -0.9156, -0.0016], [-7.5866, -0.4776, -0.7665], [-8.4188, -0.7574, 1.5476], [-6.9552, -1.7661, 3.2657], [-4.6730, -2.4789, 2.6577], [-3.8454, -2.1975, 0.3837], [-3.9551, -2.6636, -1.8806], [-4.0839, -1.4676, -3.1853]], "forces_ev_per_a": [[0.1, -0.2, -0.1], [-0.2, 0.0, 0.0], [-0.1, -0.1, -0.1], [0.0, 0.3, 0.1], [-0.3, -0.9, -0.4], [0.4, 0.7, 0.4], [-0.1, -0.1, -0.1], [-0.5, 0.1, 0.0], [0.0, 0.0, 0.0], [0.2, -0.2, -0.1], [-0.2, 0.0, 0.0], [0.0, 0.0, 0.0], [0.0, 0.1, 0.0], [0.1, 0.1, 0.0], [0.3, 0.3, 0.2], [0.2, 0.2, 0.1], [-0.1, -0.1, -0.1], [0.1, -0.2, -0.1], [0.1, 0.2, -0.1], [-0.1, 0.0, 0.0], [0.0, 0.1, 0.0], [0.1, 0.0, 0.0], [-0.1, -0.1, 0.1], [0.0, 0.1, 0.0], [0.1, 0.1, 0.0], [0.1, 0.0, 0.0], [0.0, -0.1, 0.1], [0.0, -0.2, 0.1], [-0.1, -0.2, -0.1], [0.0, -0.1, 0.0], [-0.2, 0.2, 0.1], [-0.2, 0.3, 0.1], [0.3, 0.0, 0.1], [0.2, -0.3, -0.2], [-0.2, 0.1, 0.1], [-0.2, 0.0, 0.2], [0.1, 0.0, -0.3], [-0.1, 0.0, 0.1], [0.0, -0.1, 0.1], [0.0, 0.0, -0.1], [0.2, 0.0, -0.2], [-0.1, 0.1, -0.1], [-0.1, 0.0, 0.0], [0.0, 0.0, 0.1], [0.1, 0.0, 0.1], [0.1, -0.1, 0.0], [0.0, 0.2, 0.0], [0.1, 0.0, 0.2]]}